83
Properties=species:S:1:pos:R:3 method="wB97M-V/def2-TZVPD" homo_lumo_gap_ev="7.558 / 6.025" multiplicity=4 energy_ha=-6285.8387 charge=+1 e_lumo_ev="-2.93 / -4.46" homo_energy_ev="-10.5 / -10.5"
Ni -0.134 0.581 0.138
N 0.045 2.734 0.698
C -0.354 3.169 2.045
C -1.367 2.211 2.673
C -2.790 2.282 2.098
C -3.194 1.003 1.372
N -2.388 0.812 0.156
H 1.063 2.777 0.622
H -0.332 3.348 -0.018
H -0.769 4.180 2.019
H 0.529 3.181 2.687
H -1.399 2.411 3.744
H -0.970 1.199 2.537
H -2.885 3.122 1.407
H -3.510 2.441 2.901
H -4.263 1.057 1.122
H -3.037 0.144 2.029
H -2.524 1.635 -0.435
H -2.752 0.015 -0.363
C -0.218 -2.093 -1.647
N -0.027 -1.641 -0.246
C -1.085 -2.275 0.573
N -1.050 -3.718 0.469
C -1.220 -4.116 -0.924
N -0.176 -3.535 -1.755
C 1.121 -4.021 -1.294
N 1.312 -3.630 0.091
C 1.281 -2.192 0.205
C 0.255 -4.197 0.914
H 0.574 -1.670 -2.269
H -1.188 -1.742 -2.011
H -2.065 -1.931 0.228
H -0.945 -1.986 1.623
H -2.196 -3.784 -1.287
H -1.164 -5.206 -0.989
H 1.915 -3.586 -1.906
H 1.153 -5.111 -1.379
H 2.085 -1.758 -0.399
H 1.444 -1.937 1.254
H 0.413 -3.897 1.953
H 0.274 -5.287 0.840
F 1.632 0.439 1.184
As 3.406 0.784 1.795
F 3.369 -0.744 2.605
F 4.976 1.194 2.307
F 3.914 0.000 0.322
F 3.217 2.313 0.918
F 2.590 1.553 3.164
S 0.385 -1.004 3.488
C -0.570 -0.817 4.829
N -0.185 0.079 5.807
C -0.928 0.274 6.909
C -2.080 -0.443 7.082
C -2.416 -1.363 6.061
N -1.702 -1.519 4.985
H 0.693 0.571 5.661
H -0.571 0.998 7.627
H -2.700 -0.313 7.951
H -3.292 -1.994 6.139
N 0.026 1.057 -1.629
C 0.434 1.189 -2.797
C 1.601 2.038 -3.133
C 1.633 2.777 -4.312
C 2.738 3.555 -4.603
C 3.810 3.596 -3.726
C 3.770 2.877 -2.542
C 2.670 2.097 -2.244
C -0.270 0.492 -3.907
C -1.650 0.320 -3.844
C -2.306 -0.372 -4.843
C -1.587 -0.913 -5.897
C -0.211 -0.764 -5.948
C 0.452 -0.059 -4.958
H 0.800 2.737 -4.995
H 2.763 4.126 -5.518
H 4.680 4.182 -3.976
H 4.595 2.915 -1.848
H 2.651 1.496 -1.346
H -2.193 0.751 -3.015
H -3.379 -0.491 -4.804
H -2.101 -1.459 -6.672
H 0.348 -1.199 -6.762
H 1.526 0.051 -4.992

***

109
Properties=species:S:1:pos:R:3 method="wB97M-V/def2-TZVPD" homo_lumo_gap_ev=4.666 multiplicity=1 energy_ha=-4066.9573 charge=0 e_lumo_ev=-1.72 homo_energy_ev=-6.4
Al 0.837 1.577 0.246
C -2.509 -0.205 2.307
C -2.032 0.856 3.278
C -2.446 0.368 4.662
C -1.682 1.111 5.889
C -0.143 0.984 5.674
C 0.271 1.630 4.351
N -0.541 1.062 3.187
O -0.120 1.493 1.877
C 1.777 1.189 4.205
C 0.249 3.083 4.587
C -2.817 2.196 3.132
H -1.806 -1.001 2.058
H -2.663 0.246 1.328
H -3.463 -0.609 2.645
H -2.392 -0.705 4.848
H -3.510 0.481 4.869
H -2.116 0.719 6.809
H -2.090 2.104 5.699
H 0.243 -0.036 5.682
H 0.095 1.505 6.601
H 2.334 1.757 3.460
H 1.780 0.160 3.847
H 2.349 1.217 5.133
H -0.757 3.450 4.388
H 0.747 3.649 3.799
H 0.636 3.462 5.533
H -3.179 2.790 3.970
H -3.751 1.981 2.614
H -2.396 2.973 2.494
P 3.017 -0.656 -1.515
F 4.211 -0.476 -0.461
F 3.811 -1.905 -2.216
F 2.448 -1.754 -0.481
F 1.817 -0.901 -2.557
F 2.152 0.528 -0.765
F 3.705 0.349 -2.527
P -0.278 -0.964 -0.542
F 0.490 -1.667 -1.815
F 0.087 0.425 -1.360
F -1.675 -1.187 -1.368
F -0.847 -0.360 0.847
F -0.284 -2.472 0.065
F 1.170 -0.696 0.193
C -2.963 2.713 0.362
C -3.043 1.850 -0.791
C -1.786 0.987 -0.675
O -0.902 1.849 -0.013
C -1.506 2.961 0.749
H -3.437 2.266 1.236
H -3.357 3.692 0.090
H -3.009 2.355 -1.756
H -4.016 1.373 -0.673
H -1.551 0.758 -1.714
H -2.017 -0.002 -0.278
H -1.111 3.908 0.381
H -1.316 2.930 1.822
C -0.016 2.694 -3.817
C 0.542 1.325 -3.983
C 1.558 1.284 -2.904
O 0.905 1.933 -1.830
C -0.102 2.820 -2.308
H -1.031 2.756 -4.210
H 0.562 3.516 -4.239
H 0.948 1.158 -4.981
H -0.284 0.626 -3.851
H 2.565 1.690 -2.997
H 1.751 0.252 -2.611
H 0.104 3.848 -2.007
H -1.101 2.783 -1.874
C -2.234 -5.542 -1.483
C -2.439 -4.160 -1.005
C -1.357 -3.459 -1.683
O -0.229 -4.345 -1.382
C -0.672 -5.709 -1.380
H -2.557 -5.664 -2.517
H -2.736 -6.142 -0.724
H -2.359 -3.966 0.064
H -3.410 -3.729 -1.248
H -1.212 -2.465 -1.261
H -1.500 -3.369 -2.760
H -0.374 -6.382 -0.576
H -0.261 -6.368 -2.144
C 0.850 -1.034 -6.448
C -0.151 -1.253 -5.330
C -1.015 -2.520 -5.522
O -0.622 -3.399 -4.506
C 0.204 -2.723 -3.654
O 0.484 -3.164 -2.532
O 0.565 -1.534 -4.181
H 1.232 -1.915 -6.963
H 1.729 -0.456 -6.163
H 0.217 -0.524 -7.175
H -0.862 -0.448 -5.145
H -0.851 -2.954 -6.508
H -2.061 -2.220 -5.466
C 5.306 1.386 2.479
C 4.434 0.528 1.507
C 4.428 -0.963 1.961
O 3.030 -1.220 1.974
C 2.229 -0.152 1.804
O 0.998 0.006 1.752
O 3.071 0.996 1.583
H 5.176 2.468 2.486
H 6.392 1.292 2.483
H 4.973 1.041 3.458
H 4.634 0.560 0.436
H 4.994 -1.106 2.882
H 4.845 -1.468 1.090

***

15
Properties=species:S:1:pos:R:3 method="wB97M-V/def2-TZVPD" homo_lumo_gap_ev="5.577 / 6.982" multiplicity=5 energy_ha=-1649.6274 charge=+3 e_lumo_ev="-16.32 / -14.94" homo_energy_ev="-21.9 / -21.9"
C -1.283 -1.225 -0.003
C -0.951 0.011 0.705
O -2.842 1.537 1.385
C -2.007 0.891 1.006
O -0.999 -1.327 -1.198
H -1.906 -1.977 0.504
Cr -1.144 -2.461 -2.663
O 2.441 0.254 -0.365
C 1.822 1.391 -0.985
C 1.603 -0.278 0.466
O 2.323 2.003 -1.853
O 0.603 1.478 -0.470
C 0.434 0.531 0.558
H 1.900 -1.138 1.067
H 0.005 0.309 1.846

***

62
Properties=species:S:1:pos:R:3 method="wB97M-V/def2-TZVPD" homo_lumo_gap_ev="4.950 / 4.950" multiplicity=1 energy_ha=-6365.0457 de_lowest_kcal_mol=15.6 charge=+2 e_lumo_ev="-8.28 / -8.28" homo_energy_ev="-13.2 / -13.2"
Pt 0.921 0.095 -2.344
C -3.795 -2.971 -0.814
N -2.793 -2.318 -1.627
C -1.559 -1.936 -1.294
N -0.992 -1.334 -2.331
C -1.945 -1.384 -3.294
N -3.035 -1.971 -2.885
C -4.168 -2.099 0.361
C -5.176 -1.145 0.255
C -5.481 -0.325 1.332
C -4.744 -0.395 2.502
C -3.728 -1.337 2.605
C -3.472 -2.216 1.551
C -2.723 -1.333 3.658
N -2.149 -2.338 4.251
N -1.038 -1.905 4.808
C -0.930 -0.634 4.558
O -2.003 -0.207 3.856
C 0.252 0.217 4.590
C 0.272 1.509 5.099
C 1.373 2.312 4.855
C 2.412 1.864 4.053
C 2.392 0.571 3.543
C 3.465 0.056 2.614
N 2.887 -0.372 1.359
C 2.172 0.331 0.481
N 1.837 -0.462 -0.534
C 2.383 -1.663 -0.213
N 3.012 -1.621 0.928
C 1.333 -0.265 3.853
H -3.396 -3.926 -0.464
H -4.653 -3.148 -1.465
H -1.107 -2.114 -0.340
H -1.830 -0.998 -4.289
H -5.733 -1.059 -0.664
H -6.287 0.386 1.249
H -4.956 0.270 3.325
H -2.711 -2.970 1.683
H -0.560 1.880 5.676
H 1.410 3.307 5.269
H 3.244 2.517 3.841
H 3.960 -0.823 3.034
H 4.210 0.830 2.418
H 1.905 1.365 0.592
H 2.297 -2.548 -0.814
H 1.323 -1.287 3.507
C 4.629 2.410 -3.518
Se 3.121 2.079 -2.330
C 1.787 3.249 -3.186
C 1.321 2.751 -4.539
Se 0.320 1.046 -4.440
C 1.373 -0.089 -5.629
H 4.994 3.416 -3.327
H 4.340 2.311 -4.561
H 5.410 1.692 -3.281
H 2.224 4.246 -3.274
H 0.950 3.306 -2.484
H 2.149 2.613 -5.234
H 0.639 3.487 -4.972
H 1.345 0.329 -6.634
H 0.901 -1.072 -5.642
H 2.401 -0.180 -5.279

***

no.,strongest force on any atom (eV/A)
1,1.82
2,17.21
3,3.36
4,2.82